(1)
{
  "formula": "C81H206N14O19",
  "method": "wB97M-V/def2-TZVPD",
  "relative_energy_kj_mol": 0.0,
  "spin_multiplicity": 1,
  "homo_energy_ev": -8.06,
  "energy_ev": -147089.2192,
  "homo_lumo_gap_ha": 0.3113,
  "elements": ["O", "O", "O", "O", "O", "O", "O", "O", "O", "O", "O", "O", "O", "O", "O", "O", "O", "O", "O", "N", "N", "N", "N", "N", "N", "N", "N", "N", "N", "N", "N", "N", "N", "C", "C", "C", "C", "C", "C", "C", "C", "C", "C", "C", "C", "C", "C", "C", "C", "C", "C", "C", "C", "C", "C", "C", "C", "C", "C", "C", "C", "C", "C", "C", "C", "C", "C", "C", "C", "C", "C", "C", "C", "C", "C", "C", "C", "C", "C", "C", "C", "C", "C", "C", "C", "C", "C", "C", "C", "C", "C", "C", "C", "C", "C", "C", "C", "C", "C", "C", "C", "C", "C", "C", "C", "C", "C", "C", "C", "C", "C", "C", "C", "C", "H", "H", "H", "H", "H", "H", "H", "H", "H", "H", "H", "H", "H", "H", "H", "H", "H", "H", "H", "H", "H", "H", "H", "H", "H", "H", "H", "H", "H", "H", "H", "H", "H", "H", "H", "H", "H", "H", "H", "H", "H", "H", "H", "H", "H", "H", "H", "H", "H", "H", "H", "H", "H", "H", "H", "H", "H", "H", "H", "H", "H", "H", "H", "H", "H", "H", "H", "H", "H", "H", "H", "H", "H", "H", "H", "H", "H", "H", "H", "H", "H", "H", "H", "H", "H", "H", "H", "H", "H", "H", "H", "H", "H", "H", "H", "H", "H", "H", "H", "H", "H", "H", "H", "H", "H", "H", "H", "H", "H", "H", "H", "H", "H", "H", "H", "H", "H", "H", "H", "H", "H", "H", "H", "H", "H", "H", "H", "H", "H", "H", "H", "H", "H", "H", "H", "H", "H", "H", "H", "H", "H", "H", "H", "H", "H", "H", "H", "H", "H", "H", "H", "H", "H", "H", "H", "H", "H", "H", "H", "H", "H", "H", "H", "H", "H", "H", "H", "H", "H", "H", "H", "H", "H", "H", "H", "H", "H", "H", "H", "H", "H", "H", "H", "H", "H", "H", "H", "H", "H", "H", "H", "H", "H", "H", "H", "H", "H", "H", "H", "H", "H", "H", "H", "H", "H", "H"],
  "coordinates": [[7.202, 7.208, 1.714], [1.302, 3.660, 4.955], [-1.178, -1.599, -0.243], [0.439, 1.780, -3.858], [5.759, -0.578, -0.176], [-0.004, -4.787, -4.517], [-1.395, 3.511, -2.516], [0.516, 4.626, -0.939], [3.671, -2.337, 0.117], [2.886, 1.661, 6.312], [-5.957, -3.396, -9.680], [-3.222, 4.185, 4.889], [-2.221, -6.477, 0.210], [1.614, -6.709, -9.598], [-5.749, -0.246, -2.984], [-2.366, 1.233, 7.041], [-4.259, -0.285, 1.573], [2.550, -4.130, 3.893], [-1.032, 5.003, 1.368], [-0.294, -0.540, -6.736], [-5.029, 2.566, -3.554], [0.889, 1.390, -0.558], [-4.104, 6.391, 6.253], [6.091, 0.172, -1.350], [0.457, -5.388, 2.971], [6.118, 6.822, 2.579], [-5.220, -4.564, -0.719], [-2.071, -0.028, 7.531], [4.972, -0.507, 4.150], [3.134, -5.473, -1.576], [0.288, -4.200, -7.152], [-5.067, 1.935, -0.078], [-5.524, -3.794, -8.348], [-3.366, 0.328, 9.577], [-7.558, -2.424, -7.732], [0.519, -3.969, 2.717], [-5.318, 3.282, 1.910], [7.959, 1.601, -2.250], [-1.303, -4.639, -3.984], [3.362, 1.958, 7.594], [1.064, -0.984, -4.733], [1.540, 5.511, -1.271], [-5.211, -3.061, -5.648], [1.071, 3.120, 3.705], [1.334, -3.421, 3.923], [-3.222, 1.651, -4.880], [1.193, -7.976, -9.973], [-2.724, 5.417, 4.393], [-2.416, -2.017, -0.822], [5.237, 5.753, 2.097], [-4.611, 2.051, 1.311], [-1.135, -2.163, 6.872], [-6.727, -3.721, -7.555], [-4.603, 1.372, -4.251], [0.025, 0.635, 1.568], [8.453, -0.567, -1.092], [-2.312, 3.158, -1.486], [2.973, -4.064, -1.382], [0.797, -6.219, -8.523], [5.979, 4.349, 2.033], [-3.784, 6.437, 4.858], [6.870, 2.684, -2.493], [4.400, 5.539, 4.446], [-3.219, -0.532, 8.323], [-4.329, -1.450, 2.320], [-4.546, -1.421, -8.111], [-6.350, -3.926, -6.086], [3.654, -1.821, 1.415], [4.809, 6.037, 0.629], [-4.007, -3.272, -6.534], [-5.165, -6.107, 1.248], [-0.265, -0.107, 5.869], [-4.355, -2.903, -7.946], [-4.908, 0.848, 2.168], [7.582, 5.921, 4.460], [-2.459, -0.895, 5.148], [-2.867, -1.972, 8.740], [-5.768, -1.426, -2.144], [5.505, 2.021, -2.893], [1.349, 2.884, -3.775], [0.290, 1.324, -5.228], [4.471, 1.953, -0.550], [-3.296, -6.075, -0.574], [7.757, 1.318, 0.237], [-0.783, -0.340, -0.710], [-4.448, 0.179, -3.311], [-4.343, -5.290, 0.270], [-1.215, -7.173, -0.512], [3.806, 0.246, -2.250], [3.328, 0.526, 5.620], [-2.347, 3.112, 4.646], [-0.073, -0.143, -5.322], [3.996, 5.623, 2.964], [0.363, 0.217, 0.142], [5.244, 6.826, 4.755], [3.703, -3.749, -0.027], [4.985, 1.092, -1.770], [4.431, 1.845, 3.861], [-4.557, -0.438, 7.488], [-3.290, 7.870, 4.546], [-7.669, -4.853, -7.813], [4.679, 0.752, 4.883], [7.017, 8.346, 4.239], [-0.904, 6.358, 1.675], [-0.890, -3.304, 2.687], [-2.309, -2.812, 7.607], [-3.251, -3.234, -8.917], [7.500, 0.659, -1.119], [3.451, -3.669, 4.869], [1.592, -3.531, -1.500], [1.337, -4.881, -7.990], [-1.530, -0.833, 6.382], [6.534, 6.917, 3.980], [2.526, -5.137, -7.089], [-8.625, -2.579, -7.578], [-2.523, 0.173, 10.313], [-6.016, 0.639, 2.215], [-3.768, -7.054, -0.980], [0.993, 0.781, 2.045], [6.370, 9.098, 3.696], [-3.855, 0.493, -2.414], [6.758, 3.348, -1.644], [-5.821, -5.470, 1.848], [-5.260, 1.164, -5.091], [1.989, -0.842, -5.290], [-2.059, -1.777, 9.502], [5.345, 2.325, 3.496], [5.653, -0.273, 3.469], [1.525, -2.344, 3.684], [7.701, 5.989, 5.551], [1.229, 6.447, -1.786], [-1.731, 5.637, 4.758], [-4.287, 0.064, 10.078], [4.857, 2.824, -3.214], [-3.679, -0.924, -7.675], [3.481, 1.052, 8.208], [-4.491, 1.041, 3.192], [-2.453, 1.767, -4.130], [4.042, 2.729, 4.363], [0.896, -2.103, -4.646], [2.183, 2.829, -4.398], [-3.169, -1.746, 5.198], [-1.575, -8.147, -0.850], [8.547, 6.120, 4.016], [2.069, 5.847, -0.331], [7.680, 2.399, 0.135], [2.228, -5.746, -6.208], [-0.764, -2.838, 6.118], [1.900, -8.333, -10.771], [8.026, 0.943, -3.146], [-5.340, -1.892, 2.146], [4.378, 2.495, 7.503], [5.032, 2.897, -0.503], [-2.667, 2.259, 5.192], [-7.235, -1.659, -6.977], [7.221, 3.413, -3.238], [-0.557, -4.129, -7.741], [5.424, 1.089, 5.615], [-5.899, 2.520, -3.065], [-3.449, -3.063, -9.967], [-3.027, 0.020, 5.119], [3.270, -5.762, -7.627], [-1.147, -0.150, -7.170], [-1.342, 3.389, 4.936], [3.184, -4.079, 5.862], [-3.159, 3.877, -1.442], [-1.645, 0.372, -0.655], [-3.309, 2.581, -5.490], [-0.336, 6.838, 0.863], [-0.513, 1.589, 1.502], [-4.819, 1.052, -0.500], [-2.443, -2.018, -1.896], [5.777, 1.316, -3.715], [-3.250, -1.397, -0.496], [-1.898, 6.850, 1.684], [6.111, 3.986, 3.049], [-2.052, -3.823, 7.894], [-7.960, -5.022, -8.861], [3.601, -0.722, 1.310], [-1.881, -3.840, -4.507], [-4.961, 3.575, 2.920], [-4.738, -1.059, -9.099], [-0.910, -6.605, -1.415], [-6.082, -4.970, -5.993], [0.184, -0.755, 5.088], [4.687, -4.172, -0.059], [-0.478, 6.572, 2.618], [0.366, 2.237, -0.444], [5.171, -1.233, -0.527], [6.875, 4.473, 1.433], [-1.000, -0.330, -4.728], [0.470, -0.042, 6.677], [-0.777, -2.186, 2.713], [-0.296, -1.984, 7.560], [1.946, 3.146, 5.403], [-3.224, -2.594, -6.134], [8.925, 2.022, -1.961], [0.513, -0.261, -7.284], [-5.368, -1.218, -1.161], [-3.462, 1.369, 9.292], [-4.745, 6.194, 4.345], [-3.057, -4.329, -8.800], [-1.906, 3.129, -0.462], [4.500, -3.917, 4.637], [-4.331, 2.837, -2.895], [5.312, 3.662, 1.435], [3.381, 6.529, 2.838], [-3.753, -4.487, 0.781], [4.611, 7.693, 4.603], [-3.085, -5.508, -1.475], [1.661, -4.255, -8.821], [-6.198, -4.934, -0.720], [2.602, -6.015, -0.919], [0.838, -4.096, -0.966], [8.735, 1.105, 0.647], [-2.124, 2.844, 3.621], [3.414, 2.184, -0.636], [-2.879, 8.060, 3.557], [-5.509, -3.989, -10.302], [1.577, -2.541, -1.058], [-0.442, -0.435, -1.797], [3.410, -0.347, 6.301], [2.642, 2.664, 8.023], [-1.461, -3.560, 3.580], [1.933, 2.498, 3.384], [0.766, 3.957, 3.001], [-5.256, -2.239, -2.587], [-0.374, -5.784, 2.527], [-8.622, -4.829, -7.228], [8.283, -1.233, -0.236], [-0.444, 1.937, -5.749], [1.741, 2.889, -2.749], [1.090, -0.588, 0.159], [2.540, 0.328, 4.857], [0.736, -6.984, -7.759], [7.066, 8.492, 5.309], [1.305, -5.850, 2.650], [-3.045, -3.097, 6.864], [-5.384, -0.582, 8.135], [-1.877, -5.595, -4.013], [0.773, -3.587, 4.866], [0.601, -3.222, -7.044], [-0.032, -4.743, -5.489], [-7.120, -5.760, -7.497], [-4.177, -1.288, 3.397], [3.491, 5.394, 5.104], [9.483, -0.261, -1.279], [-2.402, -2.641, -8.632], [4.514, -2.000, 2.038], [-0.395, -7.379, 0.163], [-0.422, 4.840, 0.646], [-3.630, -4.323, -6.476], [7.676, 6.393, 1.531], [-0.506, -0.143, 2.066], [3.340, -2.588, 4.873], [-3.292, 6.741, 6.731], [4.082, -0.358, -3.082], [-2.687, 2.149, -1.703], [-4.646, 0.563, 7.038], [5.585, 6.003, -0.137], [8.066, 8.520, 3.889], [3.645, -3.541, -2.082], [-1.234, -4.342, -2.958], [2.789, -2.163, 1.980], [5.512, 6.832, 5.833], [3.981, 5.383, 0.385], [3.432, 4.786, 2.510], [-7.447, -2.063, -8.776], [-6.042, 1.922, -0.111], [-0.448, 0.918, 5.493], [-1.402, -3.509, 1.740], [7.294, 4.859, 4.347], [2.968, -4.239, -6.690], [-6.362, 3.041, 2.032], [7.010, 1.001, 0.937], [5.401, -1.184, 4.793], [0.164, -8.025, -10.354], [-2.530, -3.060, -0.507], [-5.735, -6.837, 0.698], [3.851, 1.516, 2.967], [-4.468, -6.660, 1.983], [0.942, 1.330, -1.555], [-4.845, -3.161, -4.593], [-0.262, -6.068, -8.876], [-5.326, -3.618, -0.353], [1.250, -8.704, -9.117], [1.182, -0.768, -3.677], [-5.276, 4.167, 1.267], [-3.532, 2.156, 1.174], [-1.936, -0.928, 4.201], [1.221, 1.436, -5.770], [-7.200, -3.728, -5.471], [-2.428, 8.156, 5.231], [-2.919, 0.838, -5.565], [5.025, 4.659, 4.583], [-5.415, -1.133, -7.582], [-0.944, 2.726, -2.826], [0.252, 2.362, 3.830], [8.205, -1.253, -1.961], [4.371, 7.053, 0.572], [4.682, 1.424, 0.364], [-1.666, 1.723, 7.456], [-0.029, 4.363, -1.739], [1.144, -3.783, 1.804], [-4.334, 5.519, 6.732], [-5.599, -2.052, -5.643], [3.049, 0.981, -2.604], [-4.586, -1.218, 6.740], [0.813, 3.820, -3.985], [3.388, -0.397, -1.459], [-4.090, 8.556, 4.779], [-2.727, 5.395, 3.301], [-3.927, -0.651, -3.762], [3.160, -4.397, 0.647], [-3.537, -2.144, 1.949], [1.265, -3.450, -2.541], [-3.796, -2.385, 9.147], [-6.837, -1.629, -2.020], [2.792, -5.780, -2.502], [2.389, 5.023, -1.844]],
  "mulliken_charge": [-0.50, -0.68, 0.63, 0.73, -0.24, -0.27, -0.79, -0.34, 0.03, 0.39, -0.54, -0.50, -0.21, -0.32, -0.58, -0.37, 0.16, -0.45, 0.29, -0.42, -0.65, 0.92, -0.71, 0.20, -0.75, 0.28, -0.42, -0.24, -0.17, -0.73, -0.51, -0.25, -0.08, -1.78, -1.54, 2.29, -1.69, -1.41, 0.40, -1.01, -0.77, -0.37, 1.14, 1.40, -0.61, 0.06, -0.68, 0.01, 0.98, 1.56, 1.92, -0.45, 1.95, -0.54, 0.34, -1.93, 0.70, 0.34, -0.61, 0.53, 0.19, -0.46, 0.11, 1.52, -0.36, -1.79, -2.06, -0.27, -1.59, -0.47, -1.66, -2.17, 2.52, -0.63, -1.66, -2.07, -1.14, 0.02, -0.89, -0.95, -1.28, -0.25, -0.64, -1.38, 0.14, 2.26, 1.81, -0.59, -1.36, -0.54, -0.03, 1.62, -0.99, 1.92, -1.64, -1.14, 1.88, 0.40, -1.52, -1.36, -1.86, -0.12, -1.90, -0.86, -0.33, -0.93, -2.12, 1.79, -0.27, 0.89, 0.38, 3.44, 1.97, -1.48, 0.46, 0.33, 0.29, 0.33, -0.46, 0.37, -1.04, -0.06, 0.44, 0.53, 0.68, 0.33, 1.03, 0.13, -0.36, 0.41, 0.42, 0.47, 0.40, 0.22, 0.16, 0.31, 0.03, -0.61, -0.70, -0.35, 0.81, 0.41, 0.33, 0.42, -0.02, 0.27, 0.27, -0.41, 0.24, 0.33, 0.26, 0.25, -0.22, -0.30, 0.25, 0.47, -0.06, 0.21, 0.39, 0.47, 0.38, 0.39, 0.28, 0.60, 0.33, 0.75, -0.43, 0.35, 0.27, -0.03, -0.40, 0.11, 0.39, -0.70, 0.11, -0.82, 0.54, 0.37, -0.40, -0.14, 0.18, 0.33, 0.11, 0.47, -0.28, 0.27, 0.43, -0.54, 0.21, 0.74, -0.62, 0.78, -0.61, 0.61, 0.25, -0.44, 0.41, 0.32, -0.20, 0.41, 0.25, 0.46, -0.56, 0.36, 0.01, -0.73, 0.45, -0.89, 0.35, 0.13, 0.40, 0.28, 0.27, -0.18, 0.54, 0.12, -0.07, 0.32, 0.34, -0.72, -0.44, 0.75, 0.25, 0.64, -0.39, -0.10, 0.01, 0.24, 0.35, 0.31, 0.13, -0.19, -0.85, -0.49, 0.38, 0.42, 0.33, 0.29, 0.61, 0.28, 0.96, 0.07, 0.34, 0.42, 0.27, 0.20, 0.44, 0.24, 0.79, 0.26, -0.08, 0.31, 0.38, -0.64, -0.26, 0.27, 0.84, -0.36, 0.14, 0.27, 0.33, 0.19, -0.35, 0.01, 0.57, -0.26, -0.03, 0.27, 0.38, 0.11, -0.03, 0.18, 0.37, 0.50, -0.11, 0.29, 0.29, -0.67, 0.45, -0.95, 0.28, -0.62, -0.47, 0.29, 0.09, 0.29, -0.43, 0.42, -0.93, 0.01, 0.66, 0.45, 0.32, -0.16, 0.04, 0.41, 0.08, -0.63, 0.44, 0.57, -0.15, 0.35, 0.07, -1.69, 0.26, -0.04, -0.19, 0.28, 0.24, 0.02, 0.39, -0.11, 0.00, 0.29, -0.28, -0.03, 0.43, 0.41, 0.30, 0.07]
}


(2)
{
  "formula": "H18O9",
  "method": "wB97M-V/def2-TZVPD",
  "relative_energy_kj_mol": 182.6,
  "spin_multiplicity": 1,
  "smiles": "O.O.O.O.O.O.O.O.O",
  "homo_energy_ev": -10.52,
  "energy_ev": -18720.2434,
  "homo_lumo_gap_ha": 0.3878,
  "elements": ["O", "O", "O", "O", "O", "O", "O", "O", "O", "H", "H", "H", "H", "H", "H", "H", "H", "H", "H", "H", "H", "H", "H", "H", "H", "H", "H"],
  "coordinates": [[-0.310, -1.255, 2.490], [2.000, 1.330, 1.171], [-2.752, 2.915, -1.374], [1.500, -2.921, -0.803], [0.069, -0.476, -0.384], [0.527, 2.384, -0.948], [2.357, -0.831, 2.975], [-1.511, -3.107, -1.167], [-1.555, 1.000, -2.945], [2.246, -2.612, -0.278], [2.350, -0.342, 3.807], [-1.408, -2.347, -0.583], [0.869, -0.037, -0.044], [1.154, 1.953, -0.332], [1.408, -1.007, 2.770], [2.107, 2.166, 1.639], [-2.497, 1.003, -2.721], [-1.438, 0.226, -3.510], [0.799, -2.256, -0.666], [0.345, 3.252, -0.571], [-0.823, -0.788, 3.161], [-2.850, 3.482, -2.147], [-1.948, 2.402, -1.550], [2.048, 0.639, 1.872], [-0.347, 0.202, -0.944], [-0.785, -1.107, 1.660], [-1.554, -3.869, -0.578]],
  "nbo_charge": [-0.96, -1.00, -0.96, -0.96, -1.00, -0.98, -0.97, -0.94, -0.97, 0.46, 0.47, 0.47, 0.49, 0.49, 0.50, 0.48, 0.48, 0.49, 0.49, 0.47, 0.48, 0.47, 0.49, 0.51, 0.52, 0.51, 0.47]
}